[1]
68
Properties=species:S:1:pos:R:3:forces:R:3 method="wB97M-V/def2-TZVPD" de_lowest_kcal_mol=20.3 homo_ev=-1.46 homo_lumo_gap_ha=0.18931 lumo_energy_ha=0.136 charge=-2
Rb 0.676063 1.886311 -0.796047 -0.09 -0.32 0.03
C -3.637532 4.686604 -0.531993 0.06 -0.12 -0.05
C -4.863864 4.045816 -0.716574 0.05 -0.02 0.02
C -4.885220 2.669547 -0.869995 0.02 -0.09 -0.09
C -3.685763 1.931734 -0.808507 -0.10 0.21 0.12
C -2.420423 2.538539 -0.671748 0.24 -0.14 -0.04
C -2.455869 3.948774 -0.568081 -0.27 0.00 0.04
C -3.786653 0.447739 -0.817159 -0.03 -0.01 -0.05
C -4.882152 -0.190976 -0.138024 0.04 0.10 0.01
C -4.990412 -1.542445 -0.110491 -0.01 -0.01 0.02
C -4.012527 -2.330906 -0.764132 0.07 0.03 -0.06
C -4.038888 -3.744058 -0.801714 0.02 0.04 0.00
C -3.058211 -4.442381 -1.450324 0.04 0.05 -0.03
C -2.006397 -3.746127 -2.090690 -0.02 -0.09 0.02
C -1.962401 -2.381052 -2.069672 0.00 0.09 -0.01
C -2.964018 -1.628037 -1.403726 -0.05 -0.06 0.03
N -2.866876 -0.272742 -1.421849 0.01 -0.05 -0.05
H -3.611213 5.762104 -0.374890 0.02 0.01 -0.07
H -5.787546 4.614238 -0.752668 0.00 0.01 -0.01
H -5.834845 2.181426 -1.095385 0.04 0.00 0.13
H -1.519032 4.503501 -0.502777 -0.05 -0.02 0.08
H -5.598377 0.429133 0.383772 0.00 0.03 -0.02
H -5.802592 -2.030982 0.419188 -0.01 0.01 -0.01
H -4.852359 -4.266288 -0.307604 0.01 0.02 0.01
H -3.084703 -5.524678 -1.476762 0.02 -0.01 0.00
H -1.226881 -4.304804 -2.596362 -0.01 0.02 0.00
H -1.166625 -1.826211 -2.551819 -0.03 -0.02 0.01
N 4.356676 4.075311 -0.890224 -0.14 -0.16 0.03
C 4.548329 2.741938 -1.221921 0.08 -0.02 -0.02
N 5.794220 2.268337 -1.312449 0.08 -0.07 -0.03
N 5.636758 0.988351 -1.690156 -0.12 0.11 0.04
N 4.373662 0.719298 -1.812469 -0.01 0.11 0.05
N 3.636100 1.820039 -1.512689 -0.10 0.04 -0.03
C 3.198936 4.794356 -0.624279 -0.02 -0.01 -0.03
N 3.271745 6.085277 -0.310952 -0.05 0.17 0.06
N 1.984079 6.455890 -0.142543 0.09 -0.15 -0.06
N 1.203059 5.443967 -0.350287 0.24 -0.03 0.09
N 1.949184 4.349334 -0.654957 0.04 0.17 -0.05
H 5.207232 4.563967 -0.682310 0.03 0.06 -0.01
C 1.084837 -2.543872 0.477648 0.05 -0.05 -0.08
C 1.783969 -3.926069 0.585352 0.03 0.05 -0.06
N 2.929723 -3.984692 -0.332763 -0.01 0.05 0.04
C 2.476319 -3.575681 -1.671942 -0.03 0.06 0.11
C 2.053755 -2.080400 -1.657769 0.09 -0.03 0.03
N 1.937120 -1.624656 -0.270890 -0.06 0.10 0.00
C 3.278046 -1.614898 0.326216 -0.09 -0.06 0.05
C 3.932154 -3.009257 0.134158 -0.07 0.00 -0.07
H 0.884865 -2.113256 1.461041 0.01 0.01 0.02
H 0.130917 -2.626209 -0.047951 -0.03 0.00 0.00
H 1.097663 -4.745285 0.350155 -0.01 0.01 -0.02
H 2.167952 -4.095759 1.595161 -0.01 -0.03 0.01
H 1.636731 -4.222852 -1.946288 0.02 -0.01 -0.01
H 3.286059 -3.757839 -2.381485 0.02 0.01 -0.03
H 1.095746 -1.938716 -2.165753 0.01 0.00 0.03
H 2.795953 -1.441957 -2.143337 -0.02 -0.01 0.01
H 3.168879 -1.363586 1.385133 -0.02 -0.02 -0.02
H 3.860047 -0.832958 -0.153580 0.06 0.07 -0.05
H 4.370017 -3.386437 1.062195 0.00 0.00 0.03
H 4.729182 -2.963807 -0.611888 -0.01 0.01 0.00
C -0.711564 0.890390 5.319102 0.03 0.02 -0.03
C 0.578473 1.473467 4.733660 -0.19 -0.06 -0.11
C 0.771568 1.065737 3.338968 0.12 0.00 -0.19
N 0.923343 0.746628 2.245481 -0.07 0.02 0.27
H -0.841785 1.227378 6.348272 0.01 -0.01 -0.03
H -0.681393 -0.198937 5.310097 -0.01 0.01 0.00
H -1.573472 1.210627 4.734620 0.02 -0.01 0.02
H 1.446810 1.151111 5.305810 0.07 -0.01 0.02
H 0.553393 2.561970 4.761831 0.02 0.05 -0.03

***

[2]
62
Properties=species:S:1:pos:R:3:forces:R:3 method="wB97M-V/def2-TZVPD" de_lowest_kcal_mol=0.0 homo_ev=-8.86 homo_lumo_gap_ha=0.34200 lumo_energy_ha=0.016
Li 0.290301 -2.245047 0.244472 -0.09 -0.02 -0.07
C -4.504396 0.447933 -1.209784 0.00 0.01 -0.01
C -3.939694 -0.626763 -2.129023 0.01 -0.01 -0.01
C -2.531303 -0.334500 -2.729352 -0.01 -0.01 0.01
C -2.540709 0.926798 -3.593770 0.00 0.00 0.00
C -1.189445 1.204237 -4.242177 0.00 -0.01 -0.01
C -2.256625 -1.551395 -3.595344 -0.03 0.00 -0.03
O -2.716121 -1.694679 -4.707495 0.02 0.01 0.01
N -1.525576 -2.546394 -2.994804 -0.01 0.03 0.00
C -0.871212 -2.420544 -1.775249 -0.01 0.05 0.00
O -0.296940 -3.413109 -1.306344 0.11 -0.06 0.03
N -0.830142 -1.244497 -1.127507 -0.04 -0.03 -0.04
C -1.546538 -0.179278 -1.562454 0.01 0.01 0.03
O -1.480898 0.906460 -0.998174 0.00 0.01 0.00
H -5.474827 0.125687 -0.828936 0.00 0.00 0.00
H -4.653140 1.389653 -1.737902 0.00 0.00 0.01
H -3.845940 0.643732 -0.364663 0.00 0.00 0.00
H -4.610309 -0.780752 -2.977979 -0.01 -0.01 0.01
H -3.891647 -1.578416 -1.589563 0.00 0.00 0.00
H -2.817777 1.766190 -2.958115 0.00 0.00 0.00
H -3.307961 0.805432 -4.360263 0.00 0.00 0.00
H -0.418812 1.341248 -3.480429 0.00 0.00 0.00
H -1.227517 2.111669 -4.845982 0.00 0.00 0.00
H -0.890559 0.384868 -4.898787 0.00 0.01 0.00
H -1.428204 -3.423934 -3.483714 0.01 -0.01 0.01
O 2.037258 -1.610720 0.586456 0.10 0.05 -0.01
S 2.717919 -0.505761 -0.177060 -0.08 -0.09 0.05
C 4.088624 -0.027398 0.873336 0.04 0.02 -0.01
C 4.907904 1.020885 0.477442 0.02 0.00 0.03
C 5.969133 1.387168 1.287937 -0.01 0.00 -0.03
C 6.206381 0.703142 2.474403 0.02 0.00 0.02
C 5.387367 -0.350086 2.849644 0.00 -0.01 0.00
C 4.319307 -0.726030 2.044373 -0.02 0.00 -0.04
C 1.741800 0.968820 0.033910 0.02 0.01 -0.03
C 1.147108 1.239117 1.256509 -0.03 0.00 0.02
C 0.404880 2.396918 1.393842 -0.01 -0.02 0.03
C 0.271542 3.271650 0.321638 0.01 0.01 -0.04
C 0.865224 2.986038 -0.895837 0.01 0.00 0.01
C 1.601140 1.818300 -1.048711 -0.02 0.00 -0.01
H 4.710839 1.552712 -0.445795 0.00 0.01 0.00
H 6.612413 2.206350 0.995399 0.00 0.00 0.00
H 7.036943 0.992155 3.104948 0.00 0.00 0.00
H 5.580227 -0.885761 3.769855 0.00 0.00 0.00
H 3.667320 -1.548676 2.305737 0.00 0.00 0.01
H 1.260562 0.540357 2.077074 0.01 0.00 0.01
H -0.078161 2.620833 2.336597 0.01 0.00 0.00
H -0.317049 4.172423 0.434814 0.00 0.00 0.00
H 0.735415 3.655268 -1.735819 0.00 0.00 0.00
H 2.041883 1.561102 -2.004691 0.01 0.00 0.01
C -1.621073 -0.443449 3.397831 0.04 0.00 -0.01
C -1.106604 -1.648448 4.184383 -0.03 -0.01 -0.02
C -0.104678 -2.236231 3.206167 0.02 0.01 0.00
O -0.671444 -2.018517 1.909228 -0.01 0.01 0.05
C -1.675334 -0.975562 1.971436 0.03 0.00 0.04
H -0.905967 0.380030 3.467132 -0.01 0.00 0.00
H -2.588720 -0.080449 3.739772 -0.01 -0.01 0.00
H -1.914932 -2.359209 4.366161 0.00 0.00 0.01
H -0.655094 -1.384876 5.139535 0.00 0.00 0.00
H 0.060816 -3.306307 3.328672 -0.01 0.00 0.01
H 0.861646 -1.722225 3.266447 0.00 -0.01 0.00
H -2.641392 -1.432689 1.745497 -0.01 0.01 -0.01
H -1.447212 -0.225473 1.215075 -0.03 -0.01 -0.02

***

[3]
12
Properties=species:S:1:pos:R:3:forces:R:3 method="wB97M-V/def2-TZVPD" de_lowest_kcal_mol=62.1 homo_ev=-8.65 homo_lumo_gap_ha=0.31348 lumo_energy_ha=-0.004
C 0.261227 -1.920900 1.775690 0.04 0.48 -0.72
C 0.373936 -1.168191 0.843538 0.07 -0.79 0.93
C 0.112314 1.730574 0.706814 0.17 -2.51 -2.05
C -0.461374 -0.259628 -1.309975 -0.38 0.48 -0.42
C 0.538332 -0.267339 -0.218056 -0.58 3.64 1.04
P -0.677394 2.688882 -0.354246 0.23 -0.39 0.25
S -0.834723 1.409441 -2.016188 0.03 -0.20 -0.12
H 0.156916 -2.586533 2.578276 -0.07 -0.39 0.48
H 0.453683 1.877094 1.703096 0.18 -0.03 0.61
H -0.061991 -0.769514 -2.189381 -0.07 -0.16 0.02
H -1.413672 -0.707924 -1.021948 0.22 -0.01 0.09
H 1.552747 -0.025963 -0.497619 0.16 -0.13 -0.09

***

[4]
13
Properties=species:S:1:pos:R:3:forces:R:3 method="wB97M-V/def2-TZVPD" de_lowest_kcal_mol=19.9 homo_ev=-9.79 homo_lumo_gap_ha=0.37970 lumo_energy_ha=0.020
O -0.946635 1.530478 2.019928 -0.13 -1.10 -0.17
C -0.909595 0.448717 1.596151 0.29 0.65 0.06
C 0.130374 1.017815 -0.967656 0.29 0.08 0.05
C 0.972674 -0.228116 -0.638630 -0.24 -0.11 0.01
C 0.088785 -1.273036 0.044833 -0.01 0.02 0.06
O 0.099158 -2.445485 -0.268361 -0.04 0.59 0.24
C -0.850828 -0.778064 1.098411 -0.04 -0.05 0.22
H 0.053688 1.692719 -0.113697 0.10 0.02 -0.29
H 0.516918 1.598206 -1.807883 0.11 -0.17 0.10
H 1.828033 -0.003916 0.019295 -0.26 0.00 -0.19
H 1.359177 -0.697122 -1.548148 -0.02 0.04 0.20
H -1.555673 -1.465601 1.551076 0.11 -0.12 -0.08
H -0.875104 0.690297 -1.213300 -0.17 0.14 -0.20

***

[5]
96
Properties=species:S:1:pos:R:3:forces:R:3 method="wB97M-V/def2-TZVPD" homo_ev=-10.65 homo_lumo_gap_ha=0.20758 lumo_energy_ha=-0.184 charge=+1
C 1.564917 3.375028 2.196453 -0.34 0.37 0.02
N 1.351522 1.955508 2.025262 0.38 -0.26 0.04
C 2.383962 1.104555 1.757015 1.48 0.42 -0.54
O 3.550073 1.430466 1.533025 -1.98 -0.70 0.60
C 1.802122 -0.311335 1.706629 0.55 0.14 -0.53
C 2.269678 -1.266906 2.811256 0.02 -0.22 0.26
C 3.714684 -1.638838 2.661722 0.13 -0.30 0.12
C 4.600223 -1.395159 3.710353 0.18 0.36 -0.41
C 5.972370 -1.448187 3.463280 0.04 -0.36 -0.15
C 6.439532 -1.882690 2.213939 -0.16 0.17 0.08
C 5.536040 -2.300093 1.228526 -0.14 -0.12 0.14
C 4.161989 -2.202503 1.461606 0.43 0.37 0.22
N 0.372104 -0.066621 1.841987 -1.85 -2.15 0.20
C -0.449576 -1.143246 1.870161 1.85 1.67 -0.18
C -1.805451 -1.031192 2.088150 -1.72 -0.60 0.34
C -2.694519 -2.107298 2.135836 1.15 1.23 -0.16
C -4.117785 -1.878118 2.215447 -1.67 0.40 0.14
C -5.122461 -2.895525 2.228847 0.35 0.32 0.11
C -6.483721 -2.575762 2.322317 0.11 0.12 0.01
C -6.909555 -1.242953 2.447713 0.50 -0.44 0.00
C -5.957491 -0.224298 2.434440 0.30 0.05 -0.05
C -4.607560 -0.537489 2.283341 -0.13 -0.10 0.15
C 0.021808 1.363348 2.122445 -0.03 0.73 0.12
C -0.577389 1.632905 3.515512 0.15 -0.19 0.35
C -0.925460 2.010767 1.092237 0.13 -0.05 -0.39
H 2.627221 3.608570 2.137549 -0.09 -0.28 -0.04
H 1.037622 3.938253 1.422865 0.10 0.01 0.01
H 1.183380 3.693369 3.168635 0.11 0.04 -0.01
H 2.022242 -0.732977 0.705229 -0.10 0.21 0.50
H 2.076471 -0.801377 3.793901 0.06 -0.21 -0.33
H 1.664715 -2.180986 2.741628 0.01 0.18 0.12
H 4.198322 -1.118123 4.691013 0.28 0.15 -0.39
H 6.672092 -1.145959 4.244670 -0.16 -0.20 -0.26
H 7.511895 -1.887346 2.002281 -0.39 -0.06 0.12
H 5.893977 -2.691889 0.272367 -0.07 0.14 0.39
H 3.434444 -2.528116 0.711686 0.33 0.19 0.09
H 0.013228 -2.122468 1.689807 -0.13 0.52 0.00
H -2.144997 -0.010375 2.235223 -0.16 -0.63 -0.18
H -2.239817 -3.108769 2.123599 -0.56 0.25 -0.19
H -4.823547 -3.943616 2.189143 -0.05 0.20 -0.05
H -7.245270 -3.363035 2.315832 0.47 0.21 0.02
H -7.964742 -1.005210 2.570813 0.23 -0.12 -0.08
H -6.269378 0.823870 2.548725 0.22 -0.58 -0.15
H -3.914005 0.298536 2.241890 -0.26 -0.19 0.04
H 0.129437 1.382722 4.317214 -0.16 -0.05 -0.21
H -0.814917 2.706229 3.594350 0.14 -0.46 -0.04
H -1.510159 1.085062 3.681228 0.21 0.13 0.03
H -0.443586 2.089405 0.107490 -0.17 -0.12 0.25
H -1.863306 1.453428 0.988619 0.23 0.18 -0.04
H -1.179507 3.028950 1.435580 0.15 -0.49 -0.19
F -1.299548 -4.196897 -2.381893 -0.29 -0.44 0.36
C -1.677825 -5.528850 -2.036360 -0.29 -0.41 -0.92
C -2.435005 -6.141073 -3.240190 0.42 0.23 0.11
C -2.475610 -5.523184 -4.494597 -0.16 -0.02 0.19
C -3.198191 -6.113783 -5.536382 0.06 -0.22 0.08
C -3.868634 -7.325121 -5.334731 -0.16 0.03 0.10
C -3.855705 -7.928392 -4.072100 0.39 0.27 -0.15
C -3.090163 -7.358037 -3.054246 -0.32 -0.33 -0.14
C -0.370645 -6.298391 -1.728762 -0.09 0.64 -0.42
C 0.082696 -7.305186 -2.584826 -0.04 -0.46 0.21
C 1.179771 -8.100656 -2.226341 0.04 0.32 0.02
C 1.915115 -7.794610 -1.080353 -0.15 -0.08 0.01
C 1.575815 -6.666026 -0.328914 -0.03 0.21 -0.13
C 0.456974 -5.902482 -0.672391 0.06 -0.41 0.15
C -2.690443 -5.382689 -0.847233 0.25 -0.54 0.56
C -4.024072 -4.673479 -1.201430 0.47 0.42 0.12
C -5.177555 -5.538132 -0.657492 -0.19 -0.35 -0.14
C -4.522748 -6.656200 0.156985 0.79 -0.21 -0.01
N -3.101399 -6.706399 -0.291706 -0.79 0.62 0.07
C -2.216011 -7.307229 0.643874 0.10 0.27 0.54
C -1.841899 -6.550029 1.767410 0.94 -0.68 -0.18
C -0.724717 -6.991209 2.496777 -1.14 0.15 -0.57
N -0.099985 -8.113730 2.191851 0.60 -0.66 0.06
C -0.562228 -8.919184 1.224308 -0.53 0.55 0.25
C -1.678750 -8.591880 0.448778 0.25 0.59 0.11
H -1.944824 -4.584287 -4.655266 -0.19 -0.25 0.06
H -3.237186 -5.624215 -6.512451 0.07 -0.21 0.31
H -4.397100 -7.810842 -6.159320 0.08 0.29 0.27
H -4.419779 -8.840901 -3.864011 0.29 0.21 -0.24
H -3.005084 -7.853634 -2.089213 -0.14 0.14 -0.47
H -0.423896 -7.484740 -3.535814 0.02 -0.13 0.48
H 1.463005 -8.950645 -2.852090 -0.05 0.35 0.16
H 2.757421 -8.424750 -0.775230 -0.32 0.29 -0.15
H 2.189038 -6.380452 0.529253 -0.21 -0.09 -0.27
H 0.231161 -4.990589 -0.119753 -0.09 -0.29 0.04
H -2.164180 -4.790503 -0.070828 -0.07 -0.14 -0.27
H -4.005718 -3.709582 -0.665146 -0.14 -0.18 -0.43
H -4.102017 -4.474045 -2.282350 -0.02 -0.08 0.49
H -5.824762 -4.942210 0.006398 0.02 -0.25 -0.46
H -5.782023 -5.982021 -1.469181 0.25 0.40 0.35
H -4.593165 -6.458873 1.244758 0.11 -0.01 -0.25
H -4.944489 -7.655459 -0.014747 -0.17 0.31 0.05
H -2.342905 -5.607125 1.997377 0.19 -0.24 -0.11
H -0.336808 -6.396394 3.322025 0.03 -0.18 -0.03
H -0.003593 -9.838431 1.042708 -0.17 0.20 0.13
H -2.067697 -9.272626 -0.317413 0.30 0.47 0.17

***

[6]
14
Properties=species:S:1:pos:R:3:forces:R:3 method="wB97M-V/def2-TZVPD" de_lowest_kcal_mol=86.7 homo_ev=-8.12 homo_lumo_gap_ha=0.33329 lumo_energy_ha=0.035
C 1.228568 -0.973297 -1.826860 0.08 0.05 0.01
C -0.147844 -1.199133 -1.262435 -0.09 0.03 0.13
C -0.617480 -0.645039 -0.165447 -0.05 0.00 0.09
C -1.080146 -0.124021 0.900570 0.04 -0.06 -0.07
C -1.580204 0.383949 2.009378 -0.15 -0.23 -0.21
O -0.955973 1.246624 2.853431 0.27 0.06 -0.08
H 1.848635 -1.870331 -1.705114 -0.10 0.12 -0.03
H 1.177519 -0.759234 -2.900426 0.00 -0.02 0.16
H 1.733790 -0.139757 -1.331254 -0.09 -0.14 -0.05
H 1.234534 2.297230 0.002086 -0.02 0.04 0.07
H -0.797167 -1.892361 -1.796399 0.05 0.10 0.09
H -2.579439 0.144753 2.361453 0.12 0.01 -0.10
H 0.598969 2.116548 0.342848 0.05 0.02 -0.10
H -0.063763 1.414070 2.518170 -0.11 0.00 0.09